[1]
15
Properties=species:S:1:pos:R:3:mulliken_spin:R:1 method="wB97M-V/def2-TZVPD" charge=+1 gap_ev="9.34 / 9.61" spin_multiplicity=2 homo_ev="-12.62 / -14.84"
O -0.316 2.050 1.295 0.004
C 0.391 2.204 0.304 -0.001
O 1.572 2.509 0.194 0.003
O -0.224 1.672 -0.929 0.175
Li 1.174 2.927 2.019 0.000
C -0.025 0.477 -1.382 0.343
C 0.931 -0.455 -0.907 0.311
H -0.613 0.247 -2.273 0.009
H 1.754 -0.120 -0.276 0.023
H 1.045 -1.368 -1.492 0.005
H -1.256 -2.088 -0.500 -0.005
O -0.046 -0.915 0.622 0.119
C -0.852 -1.816 0.490 0.018
O -1.446 -2.321 1.539 -0.009
H -2.088 -3.004 1.295 0.004

***

[2]
15
Properties=species:S:1:pos:R:3:mulliken_spin:R:1 method="wB97M-V/def2-TZVPD" charge=+3 gap_ev="5.37 / 7.61" spin_multiplicity=2 homo_ev="-21.62 / -23.96"
O -0.740 -0.164 -0.399 0.065
C -0.034 0.967 -0.594 -0.010
O 0.310 1.605 0.398 0.007
O 0.561 1.072 -1.719 0.000
Lu -0.318 0.924 2.450 0.038
C 0.692 -0.078 -2.634 -0.016
C 1.149 -1.307 -1.923 0.516
H -0.287 -0.206 -3.108 0.003
H 1.436 0.269 -3.358 0.045
H 2.165 -1.271 -1.523 0.034
H 0.886 -2.258 -2.389 0.021
O 0.397 -1.360 1.117 0.113
C -0.152 -1.440 -0.012 0.084
O -1.044 -2.377 -0.170 0.096
H -1.563 -2.302 -0.985 0.003

***

[3]
10
Properties=species:S:1:pos:R:3:lowdin_charge:R:1 method="wB97M-V/def2-TZVPD" charge=0 gap_ev=10.46 homo_ev=-9.65
H 0.921 2.261 0.118 0.056
N -0.014 1.876 0.036 0.129
C -0.106 0.638 -0.069 -0.373
C 1.307 -0.490 -0.036 0.013
C -1.306 -0.087 -0.066 -0.119
C -2.287 -0.775 0.039 0.148
H 1.259 -1.012 -0.985 0.044
H 1.172 -1.161 0.795 0.042
H 2.194 0.125 0.037 0.037
H -3.141 -1.374 0.130 0.022

***

[4]
10
Properties=species:S:1:pos:R:3:lowdin_charge:R:1 method="wB97M-V/def2-TZVPD" charge=0 gap_ev=7.97 homo_ev=-9.38
N 2.957 -0.145 -0.278 0.162
C 1.926 0.197 0.155 -0.287
C 0.745 0.588 0.822 0.027
C -0.871 -0.711 0.013 -0.077
C -0.404 0.801 -0.057 -0.279
H -0.055 -1.412 0.228 0.074
H -1.620 -0.837 0.794 0.081
H -1.273 -0.989 -0.964 0.088
H -1.184 1.424 0.388 0.100
H -0.221 1.085 -1.102 0.110